Density functional theory data (wB97M-V/def2-TZVPD) for a structure of composition C35H33N5O4S2Ti.

Structure (XYZ):
```
80
Properties=species:S:1:pos:R:3:forces:R:3:mulliken_charge:R:1
Ti -0.356 -0.535 -0.197 -0.3 -0.4 0.0 -0.716
C 2.938 -1.173 2.791 0.1 0.0 0.0 -2.390
C 2.156 -1.098 1.505 -0.2 0.2 0.2 1.866
N 0.976 -0.554 1.482 0.4 -0.1 0.0 1.473
N 0.580 0.008 2.689 0.0 0.0 0.1 -0.813
C -0.647 0.387 2.768 0.0 0.0 0.3 0.272
S -1.944 0.207 1.673 0.0 0.1 -0.3 -0.463
S -0.960 1.314 4.287 0.0 -0.1 -0.1 -0.208
C -0.014 2.794 3.797 0.0 0.1 0.0 -1.018
C 1.475 2.603 3.710 0.1 0.1 0.0 0.669
C 2.236 2.388 4.855 0.0 0.0 0.0 -0.358
C 3.608 2.206 4.767 0.0 0.0 0.0 -0.617
C 4.237 2.234 3.528 0.0 0.0 0.0 -0.467
C 3.482 2.440 2.382 0.0 0.0 0.0 -0.660
C 2.109 2.624 2.472 0.0 0.1 0.1 -0.003
C 2.763 -1.658 0.301 0.1 -0.1 -0.2 -0.027
C 3.885 -2.496 0.442 0.0 0.0 0.0 -1.118
C 4.565 -3.023 -0.632 0.0 0.0 0.0 -0.997
C 4.142 -2.698 -1.922 -0.1 0.1 0.0 -0.434
C 3.055 -1.879 -2.102 0.0 -0.1 -0.1 -0.666
C 2.319 -1.353 -1.018 0.2 -0.1 0.1 0.517
O 1.297 -0.599 -1.287 -0.3 0.2 0.3 -0.384
H 2.487 -0.535 3.542 0.0 0.0 0.0 0.272
H 3.971 -0.871 2.623 0.0 0.0 0.0 0.641
H 2.943 -2.203 3.157 0.0 0.0 0.0 0.440
H -0.268 3.548 4.544 0.0 0.0 0.0 0.510
H -0.410 3.131 2.838 0.0 0.0 0.0 0.233
H 1.743 2.341 5.819 0.0 0.0 0.0 0.370
H 4.188 2.036 5.666 0.0 0.0 0.0 0.372
H 5.308 2.087 3.458 0.0 0.0 0.0 0.400
H 3.959 2.442 1.409 0.0 0.0 0.0 0.405
H 1.515 2.737 1.572 0.1 0.0 0.1 0.265
H 4.229 -2.753 1.434 0.0 0.0 0.0 0.375
H 5.414 -3.675 -0.475 0.0 0.0 0.0 0.385
H 4.666 -3.094 -2.784 0.0 0.0 0.0 0.391
H 2.700 -1.621 -3.092 0.0 0.0 0.0 0.419
C -1.491 -3.706 3.433 0.0 0.0 0.0 -1.137
C -2.524 -4.385 2.803 0.0 0.0 0.0 -0.405
C -2.651 -4.290 1.431 0.0 0.0 0.0 -1.105
C -1.740 -3.513 0.712 0.0 0.0 0.0 0.869
N -0.768 -2.833 1.328 0.0 0.1 -0.1 0.309
C -0.649 -2.937 2.649 0.0 0.0 0.0 -0.038
C -1.785 -3.369 -0.756 0.0 0.0 -0.1 1.375
C -2.320 -4.383 -1.555 0.0 0.0 0.0 -0.748
C -2.308 -4.260 -2.933 0.0 0.0 0.0 -0.651
C -1.757 -3.125 -3.514 0.0 0.0 0.0 -0.961
C -1.229 -2.124 -2.711 0.0 -0.1 0.0 0.470
C -1.229 -2.212 -1.315 0.0 0.5 0.1 -0.395
H -1.350 -3.750 4.504 0.0 0.0 0.0 0.431
H -3.230 -4.973 3.378 0.0 0.0 0.0 0.398
H -3.462 -4.788 0.917 0.0 0.0 0.0 0.379
H 0.151 -2.363 3.103 0.0 0.0 0.0 0.313
H -2.720 -5.284 -1.103 0.0 0.0 0.0 0.364
H -2.713 -5.052 -3.552 0.0 0.0 0.0 0.355
H -1.740 -3.022 -4.594 0.0 0.0 0.0 0.402
H -0.809 -1.244 -3.186 0.0 0.0 0.0 0.230
C -3.990 3.461 -1.217 0.0 0.0 0.0 -1.108
C -3.697 3.268 -2.701 0.0 0.0 0.0 -1.505
C -2.274 2.747 -2.973 0.0 0.0 0.0 2.754
C -2.061 2.565 -4.487 0.0 0.0 0.0 -1.533
C -0.662 2.075 -4.844 0.0 0.0 0.0 -0.952
C -1.297 3.799 -2.484 0.1 0.0 0.0 -0.257
O -1.266 4.927 -2.933 0.0 0.0 0.0 -0.695
N -0.442 3.412 -1.488 0.0 0.0 0.1 0.210
C -0.373 2.135 -0.936 -0.1 0.0 -0.1 -0.010
O 0.430 1.913 -0.026 -0.1 -0.1 -0.1 -0.389
N -1.168 1.153 -1.380 0.1 -0.3 -0.2 0.794
C -2.140 1.365 -2.311 0.1 0.1 0.0 -0.866
O -2.913 0.492 -2.655 0.0 0.0 0.0 -0.694
H -5.014 3.804 -1.066 0.0 0.0 0.0 0.490
H -3.326 4.206 -0.773 0.0 0.0 0.0 0.241
H -3.866 2.527 -0.664 0.0 0.0 0.0 0.241
H -3.815 4.211 -3.240 0.0 0.0 0.0 0.474
H -4.386 2.539 -3.129 0.0 0.0 0.0 0.431
H -2.262 3.524 -4.969 0.0 0.0 0.0 0.432
H -2.810 1.847 -4.825 0.0 0.0 0.0 0.464
H 0.097 2.820 -4.594 0.0 0.0 0.0 0.273
H -0.584 1.870 -5.912 0.0 0.0 0.0 0.482
H -0.416 1.153 -4.311 0.0 0.0 0.0 0.054
H 0.208 4.093 -1.124 0.0 0.0 0.0 0.275
```
Forces are in eV/Å.

Multiplicity = 2
Charge = -1

Density functional theory data (wB97M-V/def2-TZVPD) for a structure of composition C23H29CrF3N3OSSbSe4Si.

Structure (XYZ):
```
67
Properties=species:S:1:pos:R:3:forces:R:3:mulliken_charge:R:1
Cr 0.781 -0.572 -0.102 0.6 0.4 0.0 -0.219
C -1.280 -2.945 -2.138 0.0 0.0 0.0 -1.302
C -0.010 -2.358 -2.676 0.0 0.1 0.0 0.648
C 0.489 -2.678 -3.921 0.0 0.0 0.0 -0.940
C 1.708 -2.124 -4.325 0.0 0.0 0.0 -0.333
C 2.424 -1.297 -3.492 0.0 0.0 0.1 -0.798
C 1.889 -1.026 -2.221 0.0 0.0 -0.1 0.380
N 0.668 -1.512 -1.887 -0.1 -0.2 -0.1 0.585
N 2.425 -0.321 -1.185 -0.2 -0.3 0.0 0.142
Si 4.130 -0.590 -0.799 0.2 0.3 0.0 -0.033
C 4.419 -0.009 0.954 0.0 0.0 0.0 -0.625
C 5.177 0.467 -1.956 0.0 0.0 0.0 -1.231
C 4.555 -2.389 -1.063 0.0 0.0 0.0 -0.884
H -2.129 -2.279 -2.313 0.0 0.0 0.0 0.149
H -1.179 -3.119 -1.068 0.0 0.0 0.0 0.196
H -1.493 -3.894 -2.626 0.0 0.0 0.0 0.502
H -0.049 -3.367 -4.556 0.0 0.0 0.0 0.449
H 2.103 -2.368 -5.303 0.0 0.0 0.0 0.429
H 3.378 -0.880 -3.777 0.0 0.0 0.0 0.413
H 5.189 0.766 0.981 0.0 0.0 0.0 0.320
H 4.754 -0.829 1.595 0.0 0.1 -0.1 0.137
H 3.514 0.391 1.412 0.0 0.0 0.0 0.014
H 4.702 1.433 -2.144 0.0 0.0 0.0 0.311
H 5.356 -0.015 -2.919 0.0 0.0 0.0 0.331
H 6.156 0.659 -1.508 0.0 0.0 0.0 0.385
H 3.671 -3.030 -1.005 0.0 0.0 0.0 0.317
H 5.234 -2.743 -0.286 0.0 0.0 0.0 0.338
H 5.038 -2.553 -2.029 0.0 0.0 0.0 0.264
Se 1.488 -3.786 4.776 -0.1 -0.1 0.1 -0.441
Sb 2.973 -3.318 2.917 -0.3 0.3 -0.3 0.740
Se 4.333 -4.847 1.728 0.0 0.0 0.1 -0.538
Se 3.723 -1.446 4.267 0.0 0.1 0.1 -0.474
Se 1.056 -2.510 1.222 -0.1 -0.2 0.2 -0.140
C -5.003 2.867 2.525 0.0 0.0 0.0 -1.686
C -3.554 2.835 2.128 0.0 0.0 0.0 0.801
C -2.654 2.005 2.801 0.0 0.0 0.0 -0.708
C -1.318 1.954 2.443 0.0 0.0 0.0 -0.654
C -0.877 2.751 1.394 0.0 0.1 0.0 0.715
C -1.748 3.584 0.708 0.0 0.0 0.0 -0.631
C -3.082 3.628 1.086 0.0 0.0 0.0 -0.637
S 0.783 2.574 0.787 0.0 -0.1 0.0 0.415
C 1.710 3.458 2.029 0.0 0.0 0.1 -1.148
O 1.138 1.127 1.085 -0.2 -0.4 -0.2 0.104
H -5.363 1.871 2.784 0.0 0.0 0.0 0.346
H -5.625 3.259 1.721 0.0 0.0 0.0 0.359
H -5.145 3.504 3.400 0.0 0.0 0.0 0.423
H -3.012 1.375 3.607 0.0 0.0 0.0 0.420
H -0.633 1.275 2.937 0.0 0.0 0.0 0.485
H -1.394 4.176 -0.127 0.0 0.0 0.0 0.443
H -3.770 4.270 0.550 0.0 0.0 0.0 0.397
H 1.606 2.915 2.968 0.0 0.0 0.0 0.337
H 1.314 4.469 2.107 0.0 0.0 0.0 0.443
H 2.750 3.470 1.709 0.0 0.0 0.0 0.427
F -6.288 -0.414 0.638 0.0 0.0 0.0 -0.279
C -5.612 0.103 -0.395 0.0 0.0 0.0 0.626
F -5.898 1.418 -0.452 0.0 -0.1 0.0 -0.233
F -6.085 -0.457 -1.518 0.0 0.0 0.0 -0.257
C -4.126 -0.116 -0.263 0.0 0.0 0.1 0.414
C -3.262 0.618 -1.064 0.0 0.0 0.0 -1.010
C -1.908 0.413 -0.906 0.0 -0.1 0.2 -0.318
N -1.411 -0.451 -0.012 0.2 0.2 -0.1 1.274
C -2.243 -1.173 0.733 0.1 0.0 0.1 -1.075
C -3.619 -1.034 0.638 0.0 0.0 0.0 -0.915
H -3.633 1.337 -1.781 0.0 0.0 0.0 0.515
H -1.183 0.963 -1.497 -0.1 0.0 -0.1 0.443
H -1.773 -1.865 1.422 0.0 0.0 0.0 0.472
H -4.272 -1.622 1.266 0.0 0.0 0.0 0.601
```
Forces are in eV/Å.

Multiplicity = 5
Charge = 0

These records have ΔE to the lowest compared entry with this formula, charge and spin values of 13.1 18.5 kcal per mole, in the order they appear.